{
  "formula": "C5H13NO",
  "method": "wB97M-V/def2-TZVPD",
  "orbital_gap_ev": 9.801,
  "smiles": "CC[C@@H](CO)NC",
  "multiplicity": 1,
  "symbols": ["C", "N", "C", "C", "C", "C", "O", "H", "H", "H", "H", "H", "H", "H", "H", "H", "H", "H", "H", "H"],
  "coordinates": [[-2.007, 1.792, -0.488], [-1.496, 0.406, -0.622], [1.288, -0.521, 1.916], [0.028, 0.072, 1.309], [-0.093, 0.243, -0.205], [0.408, -0.968, -1.035], [1.819, -0.985, -1.084], [-2.314, 2.139, -1.473], [-1.277, 2.494, -0.088], [-2.868, 1.787, 0.179], [-2.071, -0.185, -0.044], [1.095, -0.926, 2.906], [1.622, -1.284, 1.218], [2.143, 0.151, 1.978], [-0.821, -0.547, 1.643], [-0.263, 1.024, 1.783], [0.531, 1.081, -0.521], [-0.006, -0.779, -2.032], [-0.079, -1.902, -0.738], [2.235, -1.718, -1.550]]
}

=====

{
  "formula": "C3H11NO",
  "method": "wB97M-V/def2-TZVPD",
  "orbital_gap_ev": 10.696,
  "smiles": "CCOC.N",
  "multiplicity": 1,
  "symbols": ["C", "N", "H", "H", "H", "H", "H", "H", "C", "O", "C", "H", "H", "H", "H", "H"],
  "coordinates": [[0.634, -0.335, -1.224], [2.454, 1.161, 1.227], [0.244, -0.496, -2.233], [0.577, -1.268, -0.668], [1.671, -0.033, -1.348], [2.305, 1.328, 2.205], [2.841, 0.239, 1.056], [1.537, 1.099, 0.807], [-1.218, 0.445, 0.189], [-0.066, 0.705, -0.584], [-1.885, -0.891, -0.123], [-0.992, 0.544, 1.252], [-1.953, 1.218, -0.050], [-2.794, -1.047, 0.453], [-2.133, -0.980, -1.171], [-1.222, -1.689, 0.212]]
}

=====

Here are the calculated max |F| numbers, same order: 1.5, 1.1 (eV/A).